(1)
132
Properties=species:S:1:pos:R:3 method="wB97M-V/def2-TZVPD" de_lowest_ev=10.0260 total_charge=-1
C -7.92175 1.96934 -0.63714
C -7.00605 3.00698 0.19459
C -7.07899 2.63942 1.74774
C -5.76842 3.02436 2.56842
C -4.89182 1.74658 2.99029
C -3.55869 1.76952 2.13003
C -2.74888 0.36665 2.14498
C -1.46053 0.50201 1.24366
P -1.13330 -0.78541 -0.14999
N -0.59086 -2.05052 -1.27225
C -1.33900 -3.31288 -1.28991
C -0.90857 -4.07084 -2.66443
C -2.10346 -4.88229 -3.33436
C -2.41618 -4.14455 -4.73645
C -2.78036 -0.40095 -1.02086
Br -2.65025 -0.55209 -3.03243
C -4.09085 -1.20192 -0.62032
C -5.27972 -0.23477 -0.10656
Br -4.92699 -2.08383 -2.24632
C -0.12138 0.60162 -1.13022
F 0.82280 1.13550 -0.19605
F -0.85968 1.70089 -1.58130
C 0.75968 0.09802 -2.33845
F 1.96765 -0.51622 -1.93928
F 1.21194 1.28853 -3.00604
O -1.74831 -2.03417 0.94464
C -0.87182 -2.54304 1.92181
I -1.50547 -2.56092 4.02602
C 0.61261 -2.02244 1.54361
C 1.74546 -1.94387 2.64127
C 1.59265 -0.78665 3.71577
C 2.01605 -3.39086 3.28498
C 2.93782 -4.27139 2.29766
C 2.02022 -5.32898 1.46637
O 0.45201 -0.95114 0.63801
H -8.76463 2.51274 -1.16874
H -7.29559 1.50611 -1.46247
H -8.34041 1.18583 0.05878
H -7.42817 4.05850 0.10358
H -5.95088 3.06449 -0.20657
H -7.93845 3.24740 2.18168
H -7.33830 1.55155 1.92603
H -5.09779 3.76876 2.05196
H -6.12743 3.48956 3.54608
H -5.41063 0.75734 2.83740
H -4.69059 1.82587 4.10766
H -3.67876 2.17797 1.08559
H -2.85197 2.49282 2.66395
H -3.50032 -0.43028 1.93189
H -2.43274 0.26204 3.23450
H -0.57306 0.48710 1.95142
H -1.47204 1.58589 0.87370
H 0.38220 -2.33218 -1.13702
H -2.45548 -3.25547 -1.33387
H -1.03568 -4.06579 -0.48368
H -0.43091 -3.31911 -3.37265
H -0.06316 -4.78801 -2.39162
H -3.01750 -4.99308 -2.68913
H -1.67034 -5.89262 -3.63993
H -3.13791 -4.71348 -5.38309
H -2.74599 -3.10216 -4.46332
H -1.40846 -4.02286 -5.25326
H -3.01840 0.68370 -0.76787
H -4.05078 -2.03263 0.11942
H -6.25574 -0.50826 -0.62108
H -5.09870 0.84776 -0.34931
H -5.47780 -0.41590 0.99729
H 0.23215 -0.47733 -3.13873
H -0.83268 -3.66440 1.71050
H 0.98452 -2.88704 0.87825
H 2.70688 -1.71826 2.07034
H 0.94682 0.07873 3.40691
H 1.31011 -1.22163 4.72865
H 2.63760 -0.35416 3.87668
H 2.51004 -3.28666 4.30592
H 1.07465 -3.98970 3.43407
H 3.45776 -3.64798 1.51958
H 3.63262 -4.89696 2.92722
H 0.91408 -5.13796 1.63267
H 2.21109 -6.39888 1.77266
H 2.19034 -5.22139 0.34865
C 6.40072 5.26787 -1.28347
O 5.49461 4.49010 -0.50592
P 6.06998 2.93658 -0.04577
O 6.07255 2.38996 -1.47407
O 4.64622 2.64699 0.70758
C 3.42904 2.77366 -0.02990
O 6.76342 1.52065 0.61911
C 5.96056 0.35589 0.72349
H 6.07666 6.30927 -1.24954
H 7.41254 5.20079 -0.88034
H 6.39014 4.92900 -2.32088
H 3.57910 2.65039 -1.10400
H 2.98570 3.75201 0.16893
H 2.74144 2.00146 0.31273
H 5.38236 0.18955 -0.18718
H 5.29511 0.43058 1.58423
H 6.62524 -0.49611 0.88246
C -2.06180 4.07705 -0.67199
O -2.53228 5.17133 -1.46600
P -2.73582 6.65222 -0.62643
O -3.90137 6.14771 0.22509
O -3.26766 7.34598 -2.01576
C -4.36333 6.75261 -2.70098
O -2.66524 8.16909 0.16145
C -3.68404 9.11458 -0.09727
H -1.67942 3.30194 -1.33897
H -1.25647 4.39931 -0.01046
H -2.88295 3.66349 -0.08499
H -4.99031 6.15413 -2.03709
H -3.98729 6.12692 -3.51315
H -4.97322 7.55229 -3.12694
H -4.67040 8.64770 -0.08701
H -3.50903 9.60732 -1.05490
H -3.64353 9.87300 0.68667
C 8.63653 -2.09751 -1.17205
O 8.51092 -3.51787 -1.25044
P 7.01992 -4.15218 -0.68136
O 7.28385 -3.77549 0.77624
O 7.55754 -5.66628 -1.01489
C 8.78615 -6.09847 -0.44552
O 5.43991 -4.72337 -0.36987
C 5.27512 -5.95498 0.30960
H 9.45362 -1.78841 -1.82537
H 7.71880 -1.60893 -1.50171
H 8.87053 -1.79836 -0.14903
H 9.03601 -5.54848 0.46380
H 9.58735 -5.97959 -1.17827
H 8.69275 -7.15743 -0.19596
H 5.95044 -6.03618 1.16336
H 5.43388 -6.78786 -0.37718
H 4.24840 -6.00361 0.67176

(2)
125
Properties=species:S:1:pos:R:3 method="wB97M-V/def2-TZVPD" de_lowest_ev=1.9709 total_charge=+1
Hg 1.63178 0.28621 -3.80645
C 0.69514 -0.07834 -0.37555
O 0.96589 -0.48117 -1.68891
H 0.37363 -0.86711 0.30459
H 1.54498 0.40883 0.10249
H -0.11721 0.64706 -0.33090
C -2.57996 0.61580 2.26966
C -4.02590 0.82666 1.81369
N -4.83117 -0.39354 2.04478
C -4.88719 -0.93609 3.41996
C -5.31834 0.15089 4.41464
C -6.17347 -0.37201 1.50709
C -6.23474 -0.72552 0.00969
H -2.12888 -0.25959 1.80241
H -2.55931 0.63469 3.35930
H -2.08245 1.52052 1.92028
H -4.35537 1.76294 2.26416
H -3.93351 0.97086 0.73723
H -5.64569 -1.71486 3.49936
H -3.94201 -1.35806 3.76150
H -6.26452 0.61905 4.14323
H -5.44837 -0.27216 5.41073
H -4.60687 0.97612 4.44503
H -6.66885 0.58243 1.68520
H -6.79438 -1.14152 1.96580
H -7.27840 -0.80183 -0.29537
H -5.70290 -1.66722 -0.12614
H -5.64097 -0.03761 -0.59224
C 0.31383 -5.38527 -1.21901
C 1.15362 -4.44859 -0.24484
N 0.89330 -4.77825 1.16384
C 1.59101 -6.04625 1.60073
C 1.26385 -6.43632 3.05130
C 0.89786 -3.62697 2.03215
C 2.31572 -2.97724 2.17035
H 0.53459 -5.18275 -2.26704
H -0.77264 -5.36735 -1.13327
H 0.67897 -6.40573 -1.10303
H 2.23208 -4.51059 -0.39031
H 0.75457 -3.47381 -0.52534
H 1.12164 -6.79693 0.96491
H 2.67280 -5.93505 1.52672
H 0.19855 -6.56898 3.24007
H 1.82426 -7.31798 3.36224
H 1.61519 -5.62566 3.68963
H 0.48340 -3.81972 3.02168
H 0.23604 -2.86950 1.61225
H 2.27055 -2.25807 2.98819
H 2.78242 -2.58027 1.26885
H 2.96039 -3.73373 2.61782
C 5.82614 -0.88633 0.26477
C 6.86192 -0.91416 -0.83356
C 6.62233 0.28330 -1.82371
S 4.83795 0.85049 -1.61528
O 4.07909 0.56822 -2.82247
O 4.73134 2.20185 -1.01790
C 4.46886 -0.41479 -0.30853
H 6.06510 -0.23237 1.10343
H 5.68287 -1.86856 0.71509
H 6.73620 -1.77406 -1.49151
H 7.89438 -1.06947 -0.52051
H 6.69905 -0.07723 -2.84949
H 7.35971 1.07754 -1.70732
H 3.90471 -1.18560 -0.83360
H 3.74861 0.10581 0.32259
C 2.67627 4.83941 -0.40788
C 3.42562 5.75907 -1.45998
C 3.55809 4.89837 -2.72325
S 1.99930 3.81564 -2.85654
O 2.23877 2.41421 -3.17623
O 0.96499 4.57785 -3.53719
C 1.59891 3.89886 -1.08424
H 2.17403 5.51120 0.28822
H 3.37461 4.28883 0.22242
H 4.40724 6.03725 -1.07640
H 2.84529 6.65303 -1.68836
H 4.36723 4.18942 -2.54778
H 3.88236 5.30972 -3.67916
H 1.82941 2.91184 -0.68327
H 0.55078 4.16446 -0.94643
C -2.97895 -3.00881 -2.96549
C -3.52447 -2.28243 -4.20633
C -2.42718 -2.21814 -5.30268
S -0.80592 -2.31222 -4.38603
O -0.16621 -1.01922 -4.51964
O -0.03683 -3.56314 -4.56246
C -1.61699 -2.40047 -2.69120
H -2.78321 -4.05900 -3.18202
H -3.60247 -2.95926 -2.07281
H -3.79556 -1.27324 -3.89626
H -4.41640 -2.75829 -4.61388
H -2.42888 -1.32360 -5.92549
H -2.51308 -3.11367 -5.91812
H -1.67570 -1.37008 -2.34055
H -0.84633 -2.84278 -2.05988
C 0.56655 1.39330 5.04017
C 0.85274 2.92756 5.24076
C 2.18567 3.19173 4.78275
S 2.10649 2.60022 3.03340
O 3.37478 2.08375 2.57724
O 1.31383 3.53080 2.17483
C 1.02352 1.12953 3.58494
H -0.49362 1.22091 5.22568
H 1.10156 0.69477 5.68353
H 0.82846 3.16073 6.30525
H 0.10141 3.51282 4.71058
H 2.87525 2.55066 5.33195
H 2.59326 4.19895 4.69628
H 1.69541 0.27793 3.47798
H 0.31933 0.83283 2.80764
C -2.76924 4.24932 -2.54406
C -3.36754 3.22217 -1.56592
C -2.39258 1.97909 -1.48401
S -1.91186 1.80216 -3.25752
O -2.86085 0.91778 -3.92843
O -0.45824 1.58755 -3.41577
C -2.33043 3.56998 -3.81490
H -1.99365 4.87373 -2.10060
H -3.60090 4.90136 -2.81107
H -4.32942 2.83765 -1.90507
H -3.58462 3.71734 -0.61946
H -2.82648 1.02399 -1.18804
H -1.45840 2.21120 -0.97262
H -3.02219 3.67753 -4.65035
H -1.34419 3.94278 -4.09139

(3)
133
Properties=species:S:1:pos:R:3 method="wB97M-V/def2-TZVPD" total_charge=+1
C 6.19088 5.87125 2.60225
P 4.82979 5.21097 1.60853
C 4.56294 6.41588 0.30184
O 5.50936 3.91409 0.77216
C 5.61004 2.68980 1.32432
O 6.67241 2.14590 1.41633
C 4.36195 1.92961 1.70030
C 3.44571 2.40485 2.61927
C 2.31892 1.67670 2.92712
C 1.27183 2.11289 3.91380
C -0.01950 1.31719 3.76892
C -0.83216 1.13572 5.04365
C -1.87338 0.07657 4.75364
O -1.24774 -1.11615 4.21864
C -0.18506 -1.56546 4.87369
O 0.79334 -1.98629 4.31537
N 2.18660 0.49876 2.32297
C 3.05486 -0.02743 1.44977
P 2.60736 -1.67889 0.79719
C 3.48713 -2.68648 2.05523
O 1.06308 -1.66641 1.36988
C 4.17294 0.67159 1.09180
C 5.12043 0.09709 0.08008
C 5.10847 0.91762 -1.22770
C 4.27539 0.23509 -2.27837
O 3.14889 0.57078 -2.55098
O 4.91905 -0.78748 -2.86088
H 6.60082 5.04649 3.18362
H 7.01550 6.32634 2.05813
H 5.74370 6.56853 3.30524
H 3.91498 5.94196 -0.43302
H 5.45310 6.76131 -0.21887
H 4.00949 7.23774 0.74541
H 3.58731 3.35600 3.10261
H 1.69533 1.98100 4.91112
H 1.09473 3.17824 3.79467
H 0.19525 0.30748 3.44536
H -0.65030 1.77914 3.01046
H -0.16421 0.87422 5.86504
H -1.27294 2.08388 5.33558
H -2.48975 -0.13376 5.62607
H -2.51634 0.44886 3.96680
H -0.25067 -1.55139 5.96898
H 1.37172 -0.07728 2.52771
H 4.41429 -3.05208 1.62648
H 2.85286 -3.51187 2.36903
H 3.71242 -2.10240 2.94433
H 0.84068 -2.46755 1.86296
H 4.84796 -0.93353 -0.13334
H 6.11962 0.07433 0.49711
H 4.63757 1.88648 -1.08521
H 6.11464 1.08935 -1.59511
H 4.56888 -0.93276 -3.75810
C -3.38323 1.20112 -0.22706
S -3.49865 -0.25514 0.80598
O -3.79671 0.21327 2.19368
C -1.75371 -0.66754 0.76125
H -4.37876 1.63379 -0.30383
H -2.70150 1.92191 0.23089
H -3.03558 0.89888 -1.21372
H -1.17130 0.17533 1.13758
H -1.48139 -0.90012 -0.26921
H -1.59672 -1.53785 1.39655
C -5.29386 -1.52797 -4.17499
S -3.54791 -1.20640 -3.99076
O -3.38271 -0.32479 -2.79351
C -3.36735 -0.17066 -5.44095
H -5.61798 -2.13796 -3.33804
H -5.83932 -0.58376 -4.18000
H -5.46748 -2.07740 -5.09769
H -4.03815 0.68496 -5.36902
H -3.58591 -0.75576 -6.33368
H -2.33820 0.18112 -5.47788
C 0.44197 -3.14553 -1.42037
S -0.64754 -2.91979 -2.82672
O -0.93703 -4.27363 -3.36850
C 0.58197 -2.17431 -3.90326
H -0.11711 -3.63879 -0.62574
H 1.28917 -3.76849 -1.71061
H 0.78494 -2.16930 -1.07149
H 1.42066 -2.85959 -4.02640
H 0.91361 -1.22959 -3.47126
H 0.10957 -1.99209 -4.86648
C 1.21089 4.23747 8.97709
S -0.23307 3.54723 8.17032
O 0.08639 3.46202 6.71303
C -1.29015 4.97759 8.37998
H 2.00973 3.50220 8.91219
H 1.50502 5.15532 8.46880
H 0.97896 4.43329 10.02337
H -0.82473 5.84397 7.91102
H -1.45098 5.15259 9.44322
H -2.24021 4.75968 7.89759
C -1.82075 4.19311 -2.81988
S -2.99983 3.27804 -3.82171
O -2.56306 3.41133 -5.23618
C -4.36738 4.41707 -3.58217
H -0.86947 3.66717 -2.87066
H -1.70978 5.20176 -3.21803
H -2.17162 4.22164 -1.78806
H -4.08044 5.40998 -3.92812
H -4.63890 4.43842 -2.52675
H -5.20657 4.04993 -4.16858
C -1.74083 -6.60513 2.26292
S -0.11471 -6.39258 1.53622
O 0.11167 -4.92429 1.42230
C -0.55250 -6.96882 -0.10571
H -1.69160 -6.25130 3.29020
H -2.46717 -6.01781 1.70151
H -2.00554 -7.66202 2.25070
H -1.36016 -6.35558 -0.50563
H -0.85052 -8.01564 -0.05315
H 0.32776 -6.87075 -0.73701
C -6.56997 -5.90412 -3.09300
S -7.86623 -5.06987 -4.01275
O -7.33552 -3.72643 -4.37093
C -8.97381 -4.83247 -2.62121
H -5.75142 -6.10032 -3.78202
H -6.22702 -5.25964 -2.28348
H -6.95442 -6.84549 -2.70100
H -8.46405 -4.26252 -1.84458
H -9.29183 -5.80357 -2.24263
H -9.83803 -4.27861 -2.98040
C 3.34139 -1.08167 -8.03540
S 4.08015 0.04668 -6.85424
O 4.99159 -0.75695 -5.98545
C 2.63045 0.29661 -5.84830
H 4.12496 -1.40490 -8.71682
H 2.93008 -1.94164 -7.50738
H 2.56284 -0.55991 -8.59130
H 2.30750 -0.67011 -5.46046
H 1.82246 0.77434 -6.40224
H 2.93646 0.93428 -5.02184

Listing orbital gap for the structures above in their given order: 0.1764; 0.1924; 0.2573 Eh.
Listing energy for the structures above in their given order: -9619.59697; -4382.20690; -6352.99836 Ha.
Listing HOMO level for the structures above in their given order: -5.59; -9.61; -10.13 eV.